(1)
{"formula": "C9H9NO2", "method": "ωB97M-V/def2-TZVPD", "lumo_ev": 0.1943, "homo_ev": -8.912, "gap_ev": 9.11, "e_above_lowest_kcal_mol": 95.4, "smiles": "O=N[C@]1(O)CCc2ccccc21", "charge": 0, "symbols": ["C", "C", "C", "C", "C", "C", "C", "C", "C", "N", "O", "O", "H", "H", "H", "H", "H", "H", "H", "H", "H"], "positions_angstrom": [[1.56837, -1.39164, 1.89849], [0.33705, -1.03170, 2.44382], [1.84377, -0.96292, 0.57522], [-0.59479, -0.30978, 1.74657], [0.81822, -0.42353, -0.21279], [-0.33623, -0.00507, 0.41311], [1.05294, 0.03877, -1.56694], [-0.15101, 1.06802, -1.81760], [-1.16938, 0.77710, -0.57322], [-2.08821, -0.25689, -1.15669], [-3.24649, 0.04044, -1.26094], [-1.81309, 1.86958, -0.10585], [2.26728, -1.87740, 2.64120], [0.25801, -1.44589, 3.39659], [2.80891, -1.26488, 0.27718], [-1.58503, 0.11460, 2.20669], [1.95873, 0.57961, -1.73724], [1.11084, -0.77280, -2.16042], [-0.02549, 2.17222, -1.67799], [-0.42381, 0.93835, -2.81201], [-2.59059, 2.14382, -0.51717]]}

(2)
{"formula": "C9H9NOS", "method": "ωB97M-V/def2-TZVPD", "lumo_ev": 0.3702, "homo_ev": -7.076, "gap_ev": 7.45, "e_above_lowest_kcal_mol": 98.1, "charge": 0, "symbols": ["C", "C", "C", "C", "C", "C", "C", "C", "C", "N", "O", "S", "H", "H", "H", "H", "H", "H", "H", "H", "H"], "positions_angstrom": [[-2.09999, -1.06495, 0.76564], [-3.08922, -1.85843, 0.31009], [-1.28499, -1.84651, -1.35018], [-1.05006, -1.01934, -0.24744], [0.11989, -0.27212, -0.05101], [0.50855, 0.96425, 0.18841], [2.46202, -1.00540, -0.38420], [1.99825, 1.31926, 0.20530], [-0.24971, 2.25323, 0.30339], [2.89689, 0.22454, -0.08520], [2.75225, -2.16269, -0.61037], [-2.70212, -2.67961, -1.14996], [-2.11482, -0.53536, 1.72145], [-4.04023, -2.03807, 0.84590], [-0.62392, -1.88198, -2.24633], [2.02706, 2.22616, -0.47560], [2.01327, 1.49671, 1.29905], [-1.20263, 2.02764, 0.04655], [0.10866, 3.07606, -0.18024], [-0.31164, 2.37196, 1.42982], [3.88249, 0.40463, -0.33506]]}

(3)
{"formula": "C9H9NS", "method": "ωB97M-V/def2-TZVPD", "lumo_ev": 0.8535, "homo_ev": -7.720, "gap_ev": 8.57, "e_above_lowest_kcal_mol": 29.3, "smiles": "C=C[C@@H]1Nc2ccccc2S1", "charge": 0, "symbols": ["C", "C", "C", "C", "C", "C", "C", "C", "C", "N", "S", "H", "H", "H", "H", "H", "H", "H", "H", "H"], "positions_angstrom": [[-3.06291, -0.64212, -0.44588], [-3.25847, 0.75540, -0.60033], [-1.85152, -1.09734, 0.11064], [-2.17064, 1.63419, -0.29414], [-0.86523, -0.22939, 0.42798], [-0.93736, 1.10478, 0.13238], [3.39015, -0.12514, -0.95805], [2.15746, 0.06606, -0.56672], [1.48138, 0.32006, 0.72204], [0.35688, -0.60611, 0.91834], [0.52172, 2.00516, 0.52084], [-3.71977, -1.40585, -0.68163], [-4.24822, 1.17996, -0.95244], [-1.59421, -2.16035, 0.23985], [-2.15828, 2.67577, -0.64415], [3.61698, -0.15548, -1.94418], [4.19614, 0.02418, -0.22463], [1.39167, 0.04786, -1.24969], [2.18139, 0.40408, 1.50752], [0.57693, -1.60902, 0.65727]]}